CH3NOP2S | ωB97M-V/def2-TZVPD

Values from the calculation:
Highest occupied orbital energy (spin up / spin down)   -8.593 / -7.765 eV
Orbital gap (spin up / spin down)   8.009 / 6.311 eV
Spin multiplicity   1
M   139.06 u
E_LUMO (spin up / spin down)   -0.584 / -1.453 eV
Energy relative to the best compared isomer or geometry (same formula, charge and spin)   96.6 kcal per mole
Total charge   0

The geometry in XYZ format:
```
9
CH3NOP2S, DFT ωB97M-V/def2-TZVPD
C 1.195 0.883 -1.032
N 2.126 0.129 -0.709
O -0.871 -0.356 0.472
P -0.129 1.186 0.308
P -2.076 -1.148 -0.235
S 2.599 -1.001 0.291
H 1.435 1.604 -1.723
H 0.600 0.945 1.441
H -2.155 -1.851 0.870
```


C5H8N2O3PS2 | ωB97M-V/def2-TZVPD

Values from the calculation:
Highest occupied orbital energy   -11.869 eV
Orbital gap   7.126 eV
Spin multiplicity   1
M   239.24 u
E_LUMO   -4.743 eV
Total charge   +1

The geometry in XYZ format:
```
21
C5H8N2O3PS2, DFT ωB97M-V/def2-TZVPD
O 3.778 -2.110 -1.210
C 3.444 -1.384 -0.287
O 3.772 -1.286 0.899
C 2.342 -0.373 -0.565
N 2.630 0.911 -0.677
N 1.789 1.918 -0.893
C 0.537 1.594 -0.976
C 0.060 0.257 -0.876
P -1.729 -0.043 -0.973
S -2.720 1.484 -0.176
C 0.975 -0.748 -0.684
S 0.516 -2.449 -0.613
H 3.609 1.173 -0.594
H -0.181 2.391 -1.117
H -2.079 -0.283 -2.305
H -1.934 -1.192 -0.221
H 0.844 -2.716 0.661
O -3.859 0.513 2.739
H -3.497 0.592 1.799
H -4.834 0.561 2.748
H -3.464 1.192 3.320
```


C15H13ClN3OReSSbSe4 | ωB97M-V/def2-TZVPD

Values from the calculation:
Highest occupied orbital energy   -11.063 eV
Orbital gap   6.040 eV
Spin multiplicity   1
M   942.62 u
E_LUMO   -5.023 eV
Total charge   +1

The geometry in XYZ format:
```
40
C15H13ClN3OReSSbSe4, DFT ωB97M-V/def2-TZVPD
Re -11.535 0.423 8.404
N -14.477 3.619 8.025
C -13.729 2.520 7.969
S -12.361 2.455 8.974
N -14.045 1.602 7.162
N -13.188 0.522 7.162
C -13.535 -0.432 6.301
C -12.720 -1.545 6.023
C -13.159 -2.847 5.717
C -12.343 -3.899 5.492
C -11.013 -3.664 5.346
C -10.493 -2.363 5.592
C -11.309 -1.399 6.110
O -10.779 -0.380 6.687
H -14.309 4.310 8.689
H -15.237 3.692 7.387
H -14.402 -0.263 5.685
H -14.222 -2.997 5.659
H -12.791 -4.962 5.523
H -10.365 -4.462 4.981
H -9.468 -2.395 5.484
Cl -8.653 3.084 10.670
C -8.786 1.395 10.770
C -8.578 0.769 12.033
C -8.503 -0.671 12.052
C -8.661 -1.378 10.864
C -8.968 -0.747 9.676
C -9.168 0.651 9.584
C -9.604 1.245 8.323
H -8.472 1.442 12.885
H -8.533 -1.046 13.007
H -8.572 -2.447 10.870
H -8.988 -1.330 8.707
H -9.125 0.997 7.421
H -9.797 2.358 8.324
Se -12.303 -1.809 9.169
Sb -15.091 -1.994 12.795
Se -12.180 -0.259 10.822
Se -14.277 -3.917 11.761
Se -14.507 0.009 11.199
```


C41H44F3N8O2Rb | ωB97M-V/def2-TZVPD

Values from the calculation:
Highest occupied orbital energy   -2.812 eV
Orbital gap   6.389 eV
Spin multiplicity   1
M   823.32 u
E_LUMO   3.576 eV
Energy relative to the best compared isomer or geometry (same formula, charge and spin)   32.1 kcal per mole
Total charge   -2

The geometry in XYZ format:
```
99
C41H44F3N8O2Rb, DFT ωB97M-V/def2-TZVPD
Rb 0.075 -0.717 -0.262
C -3.350 -5.472 2.836
C -2.626 -5.242 1.507
C -2.261 -6.572 0.846
C -3.476 -4.342 0.637
C -4.613 -4.811 0.006
C -5.417 -3.957 -0.729
C -5.084 -2.617 -0.808
C -3.958 -2.105 -0.187
C -3.668 -0.623 -0.251
C -3.574 -0.115 -1.692
C -4.731 0.149 0.540
C -3.122 -2.976 0.540
N -1.932 -2.574 1.102
C -1.868 -1.974 2.267
O -2.804 -1.591 2.992
C -0.456 -1.912 2.816
C -0.123 -2.892 3.748
C 1.122 -2.843 4.351
C 1.981 -1.816 4.008
C 1.595 -0.925 3.009
N 0.397 -0.969 2.435
C 2.624 0.102 2.579
O 3.040 0.914 3.423
N 3.041 -0.083 1.349
C 4.049 0.653 0.776
C 5.349 0.104 0.677
C 6.335 0.782 -0.015
C 6.075 1.996 -0.624
C 4.804 2.537 -0.530
C 3.801 1.915 0.188
C 2.431 2.545 0.310
C 1.680 2.440 -1.018
C 2.495 4.001 0.773
C 5.655 -1.232 1.323
C 5.985 -2.290 0.265
C 6.802 -1.116 2.331
H -2.748 -6.064 3.526
H -3.570 -4.513 3.298
H -4.290 -5.996 2.666
H -1.700 -4.691 1.707
H -3.135 -7.217 0.759
H -1.852 -6.399 -0.147
H -1.512 -7.095 1.442
H -4.891 -5.855 0.089
H -6.309 -4.328 -1.220
H -5.730 -1.948 -1.362
H -2.704 -0.435 0.235
H -4.554 -0.089 -2.166
H -3.170 0.896 -1.700
H -2.918 -0.757 -2.276
H -5.734 -0.066 0.169
H -4.666 -0.138 1.588
H -4.558 1.221 0.457
H -0.832 -3.672 3.990
H 1.422 -3.607 5.062
H 2.943 -1.700 4.488
H 7.331 0.361 -0.083
H 6.851 2.517 -1.174
H 4.601 3.479 -1.023
H 1.873 1.985 1.065
H 2.097 3.125 -1.754
H 1.760 1.428 -1.414
H 0.627 2.683 -0.881
H 3.102 4.604 0.102
H 1.495 4.431 0.799
H 2.927 4.056 1.768
H 4.750 -1.549 1.852
H 6.924 -2.056 -0.235
H 6.079 -3.276 0.721
H 5.198 -2.332 -0.483
H 7.724 -0.818 1.830
H 6.559 -0.367 3.081
H 6.972 -2.071 2.829
F -1.787 6.629 -5.257
C -0.684 5.941 -5.657
F 0.353 6.683 -5.172
F -0.625 6.118 -6.995
C -0.676 4.530 -5.214
C -1.083 4.223 -3.911
C -0.997 2.938 -3.445
C -0.497 1.892 -4.256
C -0.167 2.215 -5.591
C -0.234 3.505 -6.052
C -0.280 0.623 -3.710
C -0.005 -0.481 -3.229
H -1.445 5.026 -3.280
H -1.295 2.705 -2.432
H 0.170 1.431 -6.254
H 0.060 3.743 -7.066
N -3.953 4.300 0.104
N -2.913 3.651 0.704
N -2.539 3.891 1.936
C -1.560 3.003 2.088
N -1.373 2.282 0.988
N -2.232 2.705 0.119
H -3.981 5.274 0.384
H -3.901 4.155 -0.901
H -0.987 2.898 2.980
```